One molecule with the formula C9H12ClFN2, computed with ωB97M-V/def2-TZVPD.

As for the molar mass: 202.660 g/mol. As for the HOMO-LUMO gap: 11.67 eV. As for the HOMO energy: -11.226 eV. As for the relative energy (zero: lowest compared OMol25 entry of this formula, charge and spin): 0.000 eV. Its total charge is 0. For the total energy, the calculation gives -1019.68523 Ha. As for the LUMO energy: 0.445 eV.

Last column: Mulliken charge in e.
Element x y z (Å)
C  -2.45130  1.38131  -1.66715  -1.4147
C  -1.36170  0.49242  -1.05189  -0.2539
C  -0.88421  1.05503  0.28080  -0.2139
Cl  0.12228  2.50524  0.00491  -0.1119
C  -0.24018  0.01712  1.25899  0.0881
C  0.75420  0.60994  2.15946  -0.1973
N  1.53184  1.07367  2.86580  -0.4872
C  0.26905  -1.32506  0.65551  0.3326
C  0.59620  -2.21599  1.78022  -0.2291
N  0.89260  -2.87830  2.66892  -0.4430
C  1.46364  -1.35132  -0.33196  0.2722
C  2.37153  -0.14593  -0.37862  -1.3154
F  0.94052  -1.55960  -1.62082  -0.3595
H  -3.41180  1.22763  -1.17714  0.3561
H  -2.19587  2.43519  -1.55901  0.3485
H  -2.56464  1.18756  -2.73096  0.4022
H  -0.54077  0.41303  -1.75813  0.2105
H  -1.78518  -0.49808  -0.89393  0.2140
H  -1.76341  1.44696  0.78757  0.5184
H  -1.06456  -0.26760  1.91859  0.5172
H  -0.58342  -1.78671  0.15793  0.2772
H  2.06116  -2.23435  -0.10636  0.4744
H  2.73527  0.14740  0.60099  0.3297
H  1.87332  0.68064  -0.87570  0.2711
H  3.23542  -0.41021  -0.98803  0.4135